Entry 1:
# C14H22N2O3

C14H22N2O3 in the gas phase at a distorted geometry (ωB97M-V/def2-TZVPD, the Open Molecules 2025 dataset).

Values from the calculation:
LUMO level: 0.53 eV
gap between HOMO and LUMO: 8.09 eV
ΔE to the lowest compared entry with this formula, charge and spin: 320.28 kcal per mole
max |F|: 0.313 Eh/bohr
structure (SMILES): CC(C)NC[C@H](O)COc1ccc(CC(N)=O)cc1
spin multiplicity: 1

Positions of all 41 atoms, in Å:
C: 3.40 3.24 -3.41
C: 2.45 2.13 -3.62
C: 0.97 2.25 -4.07
N: 2.80 1.33 -2.33
C: 2.93 -0.17 -2.38
C: 1.83 -1.17 -2.71
O: 1.58 -1.24 -3.95
C: 0.56 -0.90 -2.00
O: 0.81 -0.60 -0.47
C: -0.06 -0.58 0.44
C: -1.51 -0.25 0.03
C: -2.18 0.04 1.12
C: -1.90 0.28 2.52
C: -2.72 0.35 3.49
C: -3.02 -0.83 4.44
N: -3.36 -1.97 3.79
O: -3.56 -0.82 5.43
C: -0.50 -0.02 2.77
C: 0.21 -0.49 1.78
H: 4.30 3.04 -3.10
H: 3.22 3.67 -4.36
H: 2.86 3.92 -2.70
H: 3.14 1.36 -4.20
H: 1.32 2.71 -4.80
H: 0.69 2.82 -3.25
H: 0.67 1.21 -4.17
H: 2.23 1.63 -1.60
H: 3.39 -0.33 -1.29
H: 3.84 -0.58 -2.99
H: 2.21 -2.04 -2.31
H: 1.57 -0.58 -4.45
H: -0.24 -1.58 -2.13
H: 0.18 0.07 -2.14
H: -1.81 -0.47 -0.96
H: -3.32 0.20 0.91
H: -3.82 0.64 3.09
H: -2.41 1.27 4.17
H: -3.10 -1.81 2.80
H: -3.51 -2.94 4.22
H: -0.31 0.04 3.68
H: 1.48 -0.60 2.03

Entry 2:
# C14H22N2O4S

C14H22N2O4S in the gas phase (ωB97M-V/def2-TZVPD, the Open Molecules 2025 dataset).

Values from the calculation:
LUMO level: 0.70 eV
gap between HOMO and LUMO: 9.85 eV
ΔE to the lowest compared entry with this formula, charge and spin: 27.75 kcal per mole
max |F|: 0.019 Eh/bohr
structure (SMILES): CCOC(=O)c1cc(S(=O)(=O)NC2CCCCC2)cn1C
spin multiplicity: 1

Positions of all 43 atoms, in Å:
C: -4.33 -3.10 0.18
C: -4.29 -1.97 1.20
O: -3.17 -1.11 0.99
C: -3.31 -0.16 0.06
O: -4.33 0.01 -0.58
C: -2.09 0.63 -0.06
C: -0.91 0.45 0.65
C: -0.01 1.42 0.19
S: 1.66 1.66 0.71
O: 1.70 2.01 2.10
O: 2.29 2.54 -0.24
N: 2.25 0.12 0.60
C: 2.74 -0.32 -0.70
C: 1.79 -1.37 -1.28
C: 1.84 -2.66 -0.47
C: 3.26 -3.22 -0.45
C: 4.21 -2.19 0.16
C: 4.16 -0.88 -0.62
C: -0.66 2.15 -0.78
N: -1.91 1.68 -0.93
C: -2.87 2.22 -1.85
H: -4.48 -2.69 -0.81
H: -3.40 -3.65 0.20
H: -5.15 -3.77 0.42
H: -5.21 -1.38 1.15
H: -4.16 -2.36 2.21
H: -0.72 -0.28 1.40
H: 2.84 -0.11 1.38
H: 2.74 0.56 -1.35
H: 0.77 -0.97 -1.28
H: 2.08 -1.58 -2.32
H: 1.51 -2.45 0.55
H: 1.16 -3.40 -0.90
H: 3.29 -4.14 0.13
H: 3.58 -3.45 -1.47
H: 5.24 -2.58 0.15
H: 3.94 -2.02 1.20
H: 4.82 -0.14 -0.16
H: 4.52 -1.05 -1.64
H: -0.28 2.98 -1.36
H: -3.10 3.26 -1.59
H: -2.48 2.19 -2.87
H: -3.79 1.63 -1.80

Entry 3:
# C14H22N2OS

C14H22N2OS in the gas phase (ωB97M-V/def2-TZVPD, the Open Molecules 2025 dataset).

Values from the calculation:
LUMO level: 0.66 eV
gap between HOMO and LUMO: 8.90 eV
ΔE to the lowest compared entry with this formula, charge and spin: 24.94 kcal per mole
max |F|: 0.013 Eh/bohr
structure (SMILES): CCCc1cc(C(=O)N2CCCN(C)CC2)cs1
spin multiplicity: 1

Positions of all 40 atoms, in Å:
C: 5.76 0.88 -0.47
C: 5.11 1.18 0.87
C: 4.25 0.01 1.37
C: 3.10 -0.26 0.46
C: 1.94 0.43 0.34
C: 1.06 -0.08 -0.64
C: -0.21 0.60 -1.01
O: -0.21 1.78 -1.31
N: -1.34 -0.15 -1.01
C: -1.43 -1.50 -0.51
C: -2.66 -1.75 0.36
C: -2.99 -0.58 1.31
N: -3.84 0.46 0.77
C: -5.18 0.04 0.44
C: -3.21 1.28 -0.23
C: -2.56 0.52 -1.41
C: 1.59 -1.17 -1.28
S: 3.15 -1.58 -0.67
H: 5.01 0.73 -1.24
H: 6.40 1.71 -0.77
H: 6.37 -0.02 -0.40
H: 4.47 2.07 0.78
H: 5.87 1.39 1.62
H: 3.87 0.24 2.37
H: 4.87 -0.89 1.45
H: 1.70 1.30 0.94
H: -0.53 -1.70 0.07
H: -1.44 -2.21 -1.36
H: -3.53 -1.96 -0.26
H: -2.47 -2.65 0.95
H: -3.50 -0.98 2.20
H: -2.06 -0.11 1.65
H: -5.80 0.92 0.31
H: -5.25 -0.57 -0.48
H: -5.58 -0.55 1.27
H: -3.95 1.98 -0.62
H: -2.42 1.86 0.25
H: -3.25 -0.21 -1.84
H: -2.30 1.25 -2.19
H: 1.17 -1.74 -2.08

| no. | HOMO level (eV) |
| --- | --- |
| 1 | -7.56 |
| 2 | -9.15 |
| 3 | -8.24 |